(1)
Here is a molecular structure, C31H38AsTl from OMol25. Energies are from ωB97M-V/def2-TZVPD.

Computed properties:
Energy relative to the best compared isomer or geometry (same formula, charge and spin) in kcal/mol: 76.8
Multiplicity: 1
Lowest unoccupied orbital energy (spin up / spin down) in eV: -8.3294 / -8.6347
Charge: +2
HOMO level (spin up / spin down) in eV: -13.71 / -13.63

The geometry in XYZ format:
```
71
Properties=species:S:1:pos:R:3:mulliken_charge:R:1
C -1.786 -2.060 -0.032 -1.26
H -2.391 -1.393 0.587 0.57
H -2.416 -2.400 -0.865 0.53
H -1.282 0.185 -0.762 -1.00
C -1.276 -3.239 0.790 -0.08
H -0.387 -3.675 0.320 0.06
H -0.957 -2.888 1.778 0.38
C -2.343 -4.334 0.960 -1.38
H -1.949 -5.193 1.516 0.40
H -3.215 -3.950 1.503 0.35
H -2.692 -4.693 -0.016 0.31
C 1.478 -0.775 -2.497 0.54
C 1.323 -2.185 -2.188 0.57
C 0.021 -2.582 -2.605 0.09
C -0.661 -1.420 -3.127 0.16
C 0.271 -0.312 -3.096 0.73
C 0.029 1.052 -3.669 -1.28
C -2.013 -1.427 -3.774 -1.51
C -0.543 -3.967 -2.584 -1.26
C 2.396 -3.077 -1.639 -1.62
C 2.739 0.017 -2.315 -1.17
Tl -0.239 -0.971 -0.995 1.97
H -2.478 -0.439 -3.731 0.38
H -1.943 -1.722 -4.830 0.38
H -2.685 -2.134 -3.277 0.34
H -1.039 1.268 -3.741 0.36
H 0.489 1.830 -3.054 0.35
H 0.456 1.125 -4.678 0.34
H 3.335 -0.364 -1.481 0.36
H 3.361 -0.035 -3.219 0.34
H 2.522 1.071 -2.120 0.32
H 1.975 -3.990 -1.209 0.37
H 3.100 -3.373 -2.429 0.38
H 2.971 -2.574 -0.857 0.33
H -1.615 -3.963 -2.362 0.26
H -0.412 -4.445 -3.563 0.37
H -0.045 -4.592 -1.839 0.36
C -1.316 0.722 5.536 -0.49
C -2.214 0.567 4.478 -0.79
C -1.761 0.677 3.163 -0.54
C -0.411 0.941 2.895 0.21
C 0.490 1.097 3.956 0.04
C 0.033 0.988 5.275 -0.73
As 0.113 1.032 1.017 1.22
C -1.045 2.606 0.580 0.49
C -1.815 2.729 -0.603 -0.33
C -2.608 3.857 -0.829 -0.81
C -2.647 4.885 0.108 -0.49
C -1.883 4.794 1.270 -0.78
C -1.083 3.668 1.501 -0.38
C 2.029 1.344 1.085 0.29
C 2.505 2.609 0.715 -0.64
C 3.875 2.877 0.730 -0.68
C 4.775 1.881 1.115 -0.51
C 4.302 0.614 1.485 -0.79
C 2.928 0.345 1.468 -0.40
H -1.668 0.634 6.555 0.42
H -3.258 0.358 4.673 0.43
H -2.463 0.548 2.347 0.37
H 1.534 1.298 3.771 0.43
H 0.725 1.106 6.098 0.45
H -1.829 1.997 -1.386 0.51
H -3.193 3.931 -1.738 0.45
H -3.266 5.755 -0.073 0.43
H -1.908 5.597 1.993 0.43
H -0.500 3.623 2.410 0.50
H 1.814 3.385 0.411 0.40
H 4.237 3.856 0.441 0.45
H 5.837 2.090 1.125 0.44
H 5.003 -0.154 1.780 0.45
H 2.566 -0.635 1.749 0.61
```

=====

(2)
Here is a molecular structure, C19H12Cl2I2N3O8Ti from OMol25. Energies are from ωB97M-V/def2-TZVPD.

Computed properties:
<S²>: 2.009
Energy relative to the best compared isomer or geometry (same formula, charge and spin) in kcal/mol: 0.0
Multiplicity: 3
Lowest unoccupied orbital energy (spin up / spin down) in eV: 1.2023 / 1.2058
Charge: -1
HOMO level (spin up / spin down) in eV: -5.56 / -5.84

The geometry in XYZ format:
```
47
Properties=species:S:1:pos:R:3:mulliken_charge:R:1
Ti -0.923 -1.841 0.232 0.20
I -5.110 -0.088 -0.762 0.12
C -4.787 0.712 -2.601 -0.81
I -0.998 -0.747 -2.380 -0.49
H -3.758 0.790 -2.919 0.32
H -5.609 0.712 -3.298 0.36
O -3.441 -0.336 5.256 -0.56
C -3.456 0.738 4.492 0.42
O -3.966 1.774 4.845 -0.61
C -2.796 0.630 3.154 -0.17
C -2.685 1.663 2.238 0.30
Cl -3.149 3.288 2.355 -0.14
N -2.043 1.207 1.144 0.56
N -1.734 -0.092 1.301 -0.02
C -2.162 -0.447 2.505 0.16
C -1.733 -1.814 2.983 1.03
O -2.106 -2.209 4.089 -0.82
O -0.947 -2.421 2.192 -0.55
C -1.516 1.980 0.056 -0.16
C -0.143 2.002 -0.116 -0.16
C 0.388 2.740 -1.160 -0.73
C -0.451 3.445 -2.010 -0.43
C -1.825 3.419 -1.816 -0.89
C -2.367 2.682 -0.776 -0.16
H -2.950 -1.110 4.830 0.47
H 0.492 1.413 0.534 0.42
H 1.458 2.744 -1.321 0.39
H -0.034 4.009 -2.835 0.39
H -2.481 3.960 -2.485 0.38
H -3.436 2.638 -0.619 0.56
Cl -2.783 -3.140 -0.107 -0.49
O 0.808 -2.952 -0.384 -0.53
C 1.507 -1.953 -0.096 0.90
O 0.995 -0.982 0.541 -0.52
C 2.920 -1.866 -0.580 0.27
C 3.141 -1.417 -1.877 -0.32
C 4.435 -1.321 -2.358 -0.51
C 5.482 -1.682 -1.527 0.07
C 5.279 -2.136 -0.236 -0.46
C 3.982 -2.225 0.239 -0.26
N 6.859 -1.580 -2.032 0.97
O 7.764 -1.910 -1.289 -0.62
O 7.019 -1.172 -3.166 -0.61
H 2.294 -1.149 -2.498 0.31
H 4.642 -0.976 -3.360 0.48
H 6.128 -2.408 0.374 0.47
H 3.794 -2.572 1.246 0.48
```

=====

(3)
Here is a molecular structure, C22H45ClGaO33S8 from OMol25. Energies are from ωB97M-V/def2-TZVPD.

Computed properties:
Energy relative to the best compared isomer or geometry (same formula, charge and spin) in kcal/mol: 88.9
Multiplicity: 1
Lowest unoccupied orbital energy in eV: 1.4004
Charge: -1
HOMO level in eV: -5.83

The geometry in XYZ format:
```
110
Properties=species:S:1:pos:R:3:mulliken_charge:R:1
C -1.389 1.098 0.640 -0.54
C -1.486 0.296 -0.783 0.09
Cl -3.239 -0.400 -0.920 -0.31
C -0.345 -0.850 -1.032 -0.71
Ga 0.686 -1.470 0.644 0.49
C 2.186 -0.029 0.994 -0.77
C 1.607 -3.336 0.378 -0.50
C 0.561 -4.531 -0.032 0.03
O 0.463 -5.086 -1.272 -0.58
H -1.847 2.182 0.441 0.20
H -0.307 1.282 1.045 -0.17
H -2.080 0.641 1.499 0.27
H -1.348 1.099 -1.653 0.29
H -0.846 -1.814 -1.510 0.29
H 0.438 -0.407 -1.815 0.25
H -0.321 -1.624 1.887 -0.31
H 3.148 -0.501 1.468 0.26
H 2.436 0.472 -0.058 0.22
H 1.719 0.790 1.692 -0.07
H 2.471 -3.321 -0.411 0.12
H 2.092 -3.637 1.410 0.28
H -0.149 -4.995 0.804 0.26
C -2.936 4.586 3.546 -0.39
C -2.033 5.576 4.277 0.06
O -0.704 5.198 3.926 -0.32
S -0.709 4.587 2.414 1.05
O -0.316 5.637 1.501 -0.54
O -0.073 3.290 2.443 -0.42
O -2.320 4.371 2.278 -0.27
H -2.976 3.627 4.072 0.32
H -3.951 4.971 3.416 0.32
H -2.170 5.543 5.360 0.33
H -2.199 6.598 3.920 0.00
C 3.912 -6.937 -1.343 -0.11
C 3.656 -5.905 -2.438 -0.08
O 4.950 -5.473 -2.853 -0.33
S 5.997 -6.714 -2.701 1.09
O 6.139 -7.345 -3.994 -0.55
O 7.124 -6.268 -1.915 -0.54
O 5.060 -7.668 -1.769 -0.34
H 4.150 -6.451 -0.392 0.28
H 3.061 -7.610 -1.204 0.16
H 3.062 -5.059 -2.083 0.08
H 3.160 -6.361 -3.302 0.29
C -1.164 -9.021 -1.352 0.12
C -2.056 -7.822 -1.662 -0.23
O -3.372 -8.231 -1.296 -0.34
S -3.274 -9.263 -0.036 1.08
O -3.508 -8.515 1.179 -0.53
O -4.002 -10.465 -0.373 -0.54
O -1.678 -9.576 -0.142 -0.33
H -1.240 -9.782 -2.135 0.01
H -0.116 -8.734 -1.225 0.20
H -2.020 -7.538 -2.716 0.31
H -1.786 -6.960 -1.043 0.26
C -1.195 10.714 1.164 -0.24
C -0.772 10.506 2.616 -0.12
O -1.963 10.126 3.302 -0.37
S -2.918 9.288 2.279 0.89
O -2.705 7.877 2.517 -0.40
O -4.228 9.896 2.275 -0.58
O -2.153 9.692 0.897 -0.34
H -1.686 11.684 1.032 0.31
H -0.352 10.637 0.473 0.25
H -0.344 11.409 3.058 0.34
H -0.054 9.683 2.703 0.19
C -6.903 0.801 -2.173 -0.19
C -6.134 1.755 -3.083 -0.27
O -7.078 2.754 -3.460 -0.32
S -8.132 2.976 -2.234 1.09
O -7.697 4.122 -1.467 -0.52
O -9.473 2.840 -2.754 -0.54
O -7.763 1.630 -1.392 -0.32
H -7.527 0.117 -2.756 0.28
H -6.239 0.223 -1.525 0.20
H -5.731 1.253 -3.966 0.31
H -5.320 2.247 -2.541 0.28
C 0.049 -13.644 -4.379 -0.37
C -0.277 -12.665 -3.254 -0.35
O -0.559 -11.429 -3.906 -0.24
S -1.235 -11.737 -5.358 1.09
O -2.670 -11.631 -5.219 -0.53
O -0.487 -11.028 -6.370 -0.54
O -0.847 -13.319 -5.440 -0.31
H 1.072 -13.501 -4.742 0.29
H -0.085 -14.685 -4.072 0.31
H 0.550 -12.550 -2.550 0.33
H -1.177 -12.974 -2.712 0.30
C 4.419 9.724 2.072 -0.38
C 3.678 8.412 2.317 -0.18
O 2.418 8.568 1.668 -0.23
S 2.611 9.522 0.359 1.12
O 2.750 8.671 -0.802 -0.58
O 1.654 10.601 0.434 -0.60
O 4.085 10.107 0.739 -0.33
H 4.068 10.508 2.750 0.28
H 5.502 9.612 2.176 0.33
H 3.541 8.204 3.381 0.31
H 4.199 7.571 1.846 0.18
C 4.459 4.249 1.718 -0.35
C 4.479 2.901 2.434 -0.25
O 5.451 3.042 3.468 -0.32
S 5.454 4.589 3.985 1.05
O 4.636 4.669 5.174 -0.54
O 6.808 5.088 3.926 -0.55
O 4.611 5.228 2.744 -0.19
H 5.305 4.342 1.030 0.30
H 3.526 4.411 1.171 0.34
H 4.744 2.078 1.766 0.31
H 3.513 2.691 2.906 0.22
```

=====

(4)
Here is C19H21ClN4O4S in the gas phase from OMol25. Energies are from ωB97M-V/def2-TZVPD.

Computed properties:
Energy relative to the best compared isomer or geometry (same formula, charge and spin) in kcal/mol: 4.8
Multiplicity: 1
Lowest unoccupied orbital energy in eV: 0.2086
Charge: 0
HOMO level in eV: -8.59
SMILES string: NC(=O)c1c(-c2ccccc2)c(Cl)n2c1CN(C(=O)N[C@@H]1CCS(=O)(=O)C1)CC2

The geometry in XYZ format:
```
50
Properties=species:S:1:pos:R:3:mulliken_charge:R:1
N -3.611 1.312 -0.380 -0.42
C -2.402 1.127 -0.924 0.48
O -2.392 0.433 -1.917 -0.67
C -1.181 1.650 -0.301 0.83
C -1.010 2.655 0.776 0.61
C -2.088 3.508 1.273 -0.38
C -2.876 4.274 0.415 -0.20
C -4.001 4.974 0.917 -0.41
C -4.282 4.966 2.272 -0.35
C -3.478 4.252 3.143 -0.74
C -2.381 3.544 2.656 -0.35
C 0.306 2.633 1.227 -0.29
Cl 1.011 3.544 2.537 -0.20
N 0.944 1.685 0.496 0.05
C 0.074 1.105 -0.414 -0.46
C 0.509 -0.010 -1.332 -0.74
N 1.939 -0.352 -1.134 0.51
C 2.424 -1.387 -1.898 -0.08
O 3.572 -1.336 -2.330 -0.70
N 1.813 -2.642 -1.924 -0.09
C 1.355 -3.202 -0.683 0.21
C 2.536 -3.713 0.151 -0.91
C 2.825 -5.141 -0.323 -0.86
S 1.305 -5.873 -0.957 1.17
O 1.411 -6.381 -2.336 -0.66
O 0.719 -6.810 0.030 -0.68
C 0.375 -4.331 -0.996 -1.01
C 2.831 0.689 -0.629 -0.96
C 2.335 1.213 0.705 -0.61
H -3.666 2.127 0.260 0.28
H -4.400 1.127 -1.017 0.27
H -2.669 4.343 -0.654 0.42
H -4.645 5.597 0.309 0.39
H -5.118 5.574 2.589 0.38
H -3.753 4.210 4.215 0.33
H -1.764 3.047 3.396 0.44
H 0.351 0.332 -2.344 0.29
H -0.107 -0.909 -1.259 0.47
H 2.336 -3.240 -2.563 0.31
H 0.842 -2.467 -0.042 0.41
H 3.392 -3.098 0.040 0.32
H 2.275 -3.781 1.216 0.42
H 3.508 -5.145 -1.132 0.41
H 3.259 -5.782 0.439 0.49
H -0.107 -4.150 -1.956 0.44
H -0.360 -4.450 -0.181 0.35
H 3.864 0.312 -0.489 0.44
H 2.931 1.485 -1.364 0.34
H 2.283 0.441 1.484 0.24
H 2.968 2.039 0.932 0.47
```